Here is a structure of composition C29H54LuP2Si from OMol25. Energies are from wB97M-V/def2-TZVPD.

Cartesian coordinates (Å):
Lu 0.32633 -0.17638 -0.15341
C 0.50681 -1.96628 -1.87776
C 1.70041 -2.03072 -1.09155
C -0.08121 -2.57209 0.28023
C -0.56427 -2.40131 -1.05244
C 1.33881 -2.39489 0.24529
C 0.40241 -1.60277 -3.31847
H 1.20165 -0.90239 -3.59732
H -0.56329 -1.12512 -3.53385
H 0.48401 -2.49376 -3.95803
C -1.94881 -2.71931 -1.47857
H -2.12868 -2.48791 -2.52992
H -2.64226 -2.11269 -0.89003
H -2.19931 -3.77239 -1.27344
C -0.91917 -2.96833 1.43942
H -1.03903 -4.06618 1.48007
H -1.90937 -2.50258 1.36041
H -0.46373 -2.64774 2.38577
C 2.28633 -2.67744 1.35720
H 2.63567 -3.72373 1.34832
H 1.80775 -2.50337 2.32741
H 3.16942 -2.03312 1.29935
C 3.07933 -1.86499 -1.60246
H 3.44101 -2.73574 -2.17490
H 3.77956 -1.68319 -0.78464
H 3.14262 -0.99422 -2.26409
C 2.47324 2.53225 -0.66870
C 2.83741 1.64185 -1.61234
C 4.26705 1.49407 -2.06279
C 5.28803 0.80846 -1.10607
C 4.80555 0.42015 0.26505
C 4.44132 1.32215 1.18411
C 4.53141 2.80351 0.93808
C 3.47091 3.44112 -0.00017
H 4.67815 2.48206 -2.33749
H 6.16408 1.47051 -1.01831
H 4.26058 0.91430 -3.00111
H 4.01088 4.03498 -0.75905
H 1.42576 2.75306 -0.42137
H 2.11114 1.09715 -2.23543
H 2.90487 4.17694 0.59357
H 4.44978 3.29713 1.91813
H 4.16461 1.03093 2.20234
H 5.52920 3.05585 0.54962
H 5.65153 -0.10660 -1.59941
H 4.89913 -0.64417 0.51325
P -1.36818 1.52034 -1.63339
C -2.90979 0.87839 -2.37912
H -3.49031 1.72194 -2.78679
H -3.46607 0.39473 -1.56835
H -2.68485 0.14204 -3.16518
C -2.03336 3.02825 -0.83609
H -2.76247 3.49215 -1.51695
H -1.21319 3.72770 -0.62481
H -2.52718 2.73535 0.09786
C -0.56618 2.25015 -3.11083
H 0.25126 2.91529 -2.80448
H -1.30642 2.82005 -3.68755
H -0.15637 1.45162 -3.74237
P 0.07743 0.86543 2.43649
C 1.31115 0.07976 3.55296
H 1.52940 0.77812 4.36937
H 2.23890 -0.12171 3.00181
H 0.92118 -0.85539 3.95782
C 0.58136 2.60561 2.75622
H 1.67087 2.70216 2.63757
H 0.29757 2.86531 3.78340
H 0.08022 3.27317 2.04956
C -1.44770 0.75709 3.44012
H -1.21315 1.02590 4.48317
H -1.84090 -0.26527 3.38228
H -2.20283 1.43771 3.02903
C -5.91527 -0.22761 1.90275
Si -4.78017 -1.23895 0.80200
C -4.59756 -3.00270 1.46070
C -5.51068 -1.45177 -0.93124
C -3.10377 -0.45602 0.61272
C -1.93282 -0.02902 0.42550
H -6.91127 -0.69544 1.94595
H -6.03925 0.79650 1.53111
H -5.53322 -0.15700 2.92821
H -5.58015 -3.47976 1.59144
H -4.01785 -3.61560 0.75404
H -4.07826 -3.01767 2.42595
H -5.53250 -0.50629 -1.48305
H -4.90921 -2.17004 -1.50783
H -6.53601 -1.84159 -0.86454

Cartesian forces, eV/Å:
-1.014 1.082 0.072
0.057 -0.613 0.742
-0.625 -0.147 0.418
0.620 -0.230 -0.835
0.341 0.246 0.296
-0.395 -0.153 -0.753
0.031 -0.014 -0.393
-0.167 -0.177 -0.111
0.241 -0.115 -0.039
0.032 0.274 0.045
-0.597 0.156 0.199
0.051 -0.183 0.016
-0.021 -0.189 -0.180
0.197 0.242 -0.244
-0.252 -0.437 0.343
0.000 0.367 0.065
0.313 -0.252 0.117
-0.121 -0.114 -0.098
0.249 -0.050 0.454
-0.144 0.333 -0.055
0.154 -0.096 -0.106
-0.037 -0.118 0.097
0.696 0.265 -0.328
-0.224 0.212 0.221
-0.080 -0.167 -0.196
0.121 -0.193 -0.062
0.114 -0.267 -0.551
-0.278 0.548 0.217
0.176 -0.155 -0.641
0.303 -0.450 -0.125
0.203 0.155 0.497
0.222 -0.307 -0.113
0.069 0.131 0.468
-0.277 0.605 0.284
-0.356 -0.240 0.160
-0.229 -0.191 0.079
0.018 0.285 0.305
-0.330 -0.293 0.096
0.143 -0.338 -0.257
-0.081 0.189 0.466
0.172 -0.202 -0.268
0.137 -0.052 -0.343
0.090 -0.171 -0.376
-0.206 -0.177 0.116
-0.072 0.361 0.135
-0.267 0.492 0.113
0.261 0.456 -1.073
0.014 -0.294 0.098
0.274 -0.344 0.011
0.055 0.120 -0.439
-0.139 0.248 0.209
0.203 -0.120 0.286
0.285 -0.054 0.253
-0.273 -0.074 -0.011
0.054 0.168 -0.188
-0.168 0.251 -0.226
-0.143 -0.130 -0.121
0.294 -0.035 -0.014
-0.082 0.185 0.089
0.730 0.215 1.049
0.078 0.068 -0.010
-0.023 -0.280 -0.005
-0.201 0.004 0.183
0.095 0.012 -0.007
-0.050 0.034 -0.352
-0.320 -0.004 -0.008
0.113 0.036 -0.231
0.080 0.091 0.176
-0.021 -0.108 -0.114
-0.078 -0.091 -0.371
0.040 0.267 0.043
0.147 -0.196 0.110
0.029 0.061 0.018
-0.399 -0.473 -0.314
0.206 0.182 0.059
0.114 0.135 0.145
2.285 1.173 -0.012
-2.602 -1.653 0.821
0.296 0.111 -0.029
0.008 -0.170 0.007
-0.040 -0.057 -0.150
0.220 0.206 -0.050
-0.153 0.150 0.190
-0.102 -0.088 -0.093
-0.115 -0.139 0.014
-0.175 0.186 0.129
0.226 0.098 -0.019

Calculated values
Total charge = +1
Multiplicity = 1
Highest occupied orbital energy = -10.77 eV
Strongest force on any atom = 3.19 eV Å⁻¹
HOMO-LUMO gap = 8.27 eV

Just the Mulliken charges please, in e? Sure, here they are: 1.099 -0.151 0.648 0.051 0.934 0.262 -1.398 0.236 0.264 0.329 -0.628 0.453 -0.570 0.309 -0.610 0.405 -0.509 0.229 -1.276 0.258 0.319 0.219 -0.922 0.293 0.286 -0.017 -0.105 0.404 -1.443 -1.362 -0.432 -0.310 -1.131 -1.341 0.485 0.549 0.467 0.450 0.336 0.615 0.373 0.425 0.541 0.416 0.301 0.931 0.995 -0.704 0.571 -0.397 0.348 -1.326 0.478 0.366 0.242 -1.496 0.358 0.478 0.283 1.310 -1.400 0.487 0.085 0.425 -1.391 0.276 0.513 0.312 -1.553 0.532 0.272 0.391 -1.135 0.279 -1.024 -1.111 -0.248 0.060 0.320 0.347 0.340 0.415 0.266 0.313 0.326 0.297 0.415

Here is a structure of composition C29H55As3CaClN6O4PS from OMol25. Energies are from wB97M-V/def2-TZVPD.

Cartesian coordinates (Å):
Ca 0.47934 0.13775 0.88093
C 4.71937 -6.36721 4.62536
C 3.66190 -5.51760 3.97095
C 2.31499 -5.79823 4.13985
C 1.34384 -4.96770 3.58455
C 1.70493 -3.85075 2.85154
C 3.05466 -3.57759 2.65509
C 4.01632 -4.39991 3.20882
S 0.35383 -2.74608 2.35557
O 0.97855 -1.49674 3.18730
O -0.83764 -1.47769 1.93733
N 0.92821 -2.29337 0.67560
C 0.16902 -2.75924 -0.57408
C -0.56159 -1.55339 -1.35700
O 0.14399 -0.69520 -1.90163
O -1.88574 -1.43203 -1.39329
H 4.36224 -7.38400 4.78903
H 4.99517 -5.95254 5.59802
H 5.62439 -6.41087 4.01890
H 2.01742 -6.66275 4.72349
H 0.29092 -5.18960 3.72926
H 3.32841 -2.70962 2.06997
H 5.06778 -4.17537 3.06192
H -0.54280 -3.56202 -0.36664
H 0.94385 -3.11296 -1.25494
C 3.71299 0.47744 -1.89178
As 2.75064 0.93809 -0.26805
C 4.30962 0.96063 0.90488
C 2.56471 2.91987 -0.43004
C 1.39859 3.64548 -1.17034
C 1.79891 5.13009 -1.16426
C -0.01951 3.60871 -0.50323
As -1.20488 1.97812 -0.53036
C -2.15504 2.29747 -2.19587
C -2.54230 2.97313 0.53233
C 1.32521 3.09186 -2.60571
As 0.24061 4.15687 -3.87546
C 1.72049 5.15463 -4.69707
C 0.14160 2.80735 -5.30118
H 4.05272 -0.55310 -1.79844
H 4.56870 1.13809 -2.02852
H 3.04546 0.53882 -2.74890
H 3.99438 1.13922 1.93204
H 5.01544 1.73086 0.59459
H 4.78580 -0.01760 0.85665
H 3.49331 3.24481 -0.90764
H 2.58331 3.26455 0.60879
H 1.85073 5.50376 -0.13952
H 1.06816 5.73690 -1.70421
H 2.77743 5.27516 -1.62798
H -0.61294 4.41183 -0.94483
H 0.09925 3.82019 0.56263
H -2.34049 3.36315 -2.30117
H -3.09200 1.74261 -2.17566
H -1.57406 1.92886 -3.03945
H -2.04802 3.44939 1.37552
H -3.30675 2.30743 0.92058
H -2.99430 3.73419 -0.10622
H 0.90162 2.08153 -2.56482
H 2.33259 3.02339 -3.02786
H 2.20384 5.80365 -3.96889
H 1.32350 5.77699 -5.49886
H 2.45952 4.46970 -5.11522
H -0.79647 2.25646 -5.25776
H 0.96914 2.10168 -5.22227
H 0.19731 3.31372 -6.26439
Cl -1.75736 -0.39268 1.56499
C -0.42782 0.23172 5.32065
N -0.13729 1.53836 4.72711
C -0.68189 2.72856 5.36644
C 0.35635 1.64411 3.52455
N 0.81921 1.84913 2.47809
H -0.14226 0.26012 6.37270
H 0.14046 -0.53662 4.79131
H -1.49412 0.00978 5.23468
H -0.25695 2.83062 6.36544
H -1.76885 2.65302 5.45167
H -0.43174 3.61027 4.78181
C -5.97637 -0.49795 1.52244
N -4.92709 -1.04855 2.36846
C -5.04263 -2.50062 2.42478
N -4.89485 -3.07524 1.10005
C -5.87272 -2.44835 0.19641
N -5.81527 -0.98515 0.16585
C -4.56273 -0.52077 -0.43401
P -2.99932 -1.19808 0.26093
C -2.36696 0.66174 2.52512
C -3.53298 -2.92852 0.57210
H -5.92018 0.59214 1.52894
H -6.98047 -0.79890 1.85794
H -4.94726 -0.64429 3.29483
H -6.02272 -2.81683 2.81275
H -4.26082 -2.89858 3.07348
H -6.87271 -2.73517 0.52807
H -5.70631 -2.83197 -0.81065
H -4.57204 0.56649 -0.49247
H -4.50698 -0.92568 -1.45088
H -2.76023 1.25341 3.32719
H -1.63604 0.49250 0.67038
H -2.83456 -3.47645 1.20740
H -3.52893 -3.39516 -0.41726

Cartesian forces, eV/Å:
2.269 -1.993 0.263
-0.042 0.038 -0.011
0.017 0.000 0.001
-0.005 0.031 0.008
0.006 -0.046 -0.059
-0.069 -0.196 -0.089
-0.009 0.077 -0.069
-0.015 -0.042 0.013
5.999 -0.382 -0.474
-0.377 -1.844 -1.026
-3.078 0.816 -0.610
-0.144 -0.726 0.583
-0.114 1.211 1.182
-1.322 -0.936 -0.057
0.574 0.418 0.646
2.338 -1.655 -1.621
0.021 -0.007 -0.003
0.019 -0.017 0.001
-0.002 -0.020 -0.002
-0.002 -0.009 -0.018
0.009 0.002 0.030
-0.020 0.010 0.006
-0.004 -0.002 -0.018
-0.060 0.015 -0.099
-0.181 -0.105 -0.162
-0.237 -0.044 -0.144
1.267 0.963 -0.851
-0.131 0.037 0.177
-0.360 0.005 0.169
-0.217 -0.294 -0.141
0.018 -0.024 -0.097
0.975 -0.455 -0.036
-0.439 2.433 -0.230
0.241 -0.656 -0.342
-0.045 0.077 -0.075
-0.056 0.124 0.179
0.037 0.076 -0.093
0.035 0.024 -0.021
-0.030 -0.076 0.034
0.009 0.005 0.016
-0.008 0.022 0.015
0.012 -0.010 -0.007
0.028 0.030 0.002
0.002 -0.005 -0.026
-0.001 -0.001 -0.012
0.020 0.052 0.062
0.073 0.001 0.003
0.013 -0.001 -0.001
0.005 0.018 0.011
-0.008 0.011 -0.003
-0.092 -0.056 0.012
-0.041 0.030 0.001
0.023 0.016 0.053
-0.003 0.002 0.060
-0.037 -0.019 -0.012
-0.003 -0.041 0.035
-0.030 -0.022 -0.071
0.064 0.027 -0.010
0.071 -0.039 -0.135
-0.016 -0.077 -0.026
-0.020 -0.002 0.014
-0.002 -0.009 -0.006
0.012 -0.005 0.032
0.012 -0.013 0.029
0.017 0.021 -0.020
-0.017 0.018 0.008
-7.780 2.877 9.929
0.096 -0.082 0.005
-0.007 -0.022 0.062
-0.049 -0.003 -0.017
0.137 0.281 0.037
0.218 0.114 0.266
0.017 0.022 -0.008
-0.045 -0.017 -0.034
-0.006 0.027 -0.006
-0.002 -0.007 0.002
-0.002 -0.004 -0.019
0.005 0.001 0.001
-0.032 0.090 -0.127
-0.131 -0.036 0.047
0.039 -0.225 0.007
-0.040 0.377 -0.211
0.082 -0.040 0.142
-0.167 -0.170 -0.159
-0.996 -0.543 0.847
-1.179 -0.214 -3.268
2.188 -0.531 -1.210
-0.198 -0.162 0.091
0.037 -0.004 0.026
0.006 0.019 0.017
0.204 0.076 -0.026
0.008 -0.016 -0.004
-0.021 0.012 0.032
0.006 -0.034 -0.008
-0.055 -0.011 -0.004
0.244 0.010 0.080
0.124 0.137 -0.061
-0.187 -0.391 0.134
0.206 1.572 -3.513
0.125 0.127 -0.020
0.207 -0.009 0.003

Calculated values
Total charge = 0
Multiplicity = 1
Highest occupied orbital energy (alpha / beta) = -5.13 / -5.13 eV
Strongest force on any atom = 12.94 eV Å⁻¹
HOMO-LUMO gap (alpha / beta) = 5.44 / 5.43 eV

Mulliken population analysis, charges in e, atoms 1 to 99: 1.090 -1.453 0.965 -0.868 -0.362 0.357 -0.438 -0.720 0.459 -0.899 -1.354 -0.584 -0.644 0.357 -0.452 -0.553 0.368 0.273 0.363 0.321 0.379 0.536 0.340 0.236 0.483 -1.326 0.818 -1.343 -2.036 2.312 -2.327 -2.308 2.168 -1.385 -1.471 -1.224 0.200 -1.199 -1.252 0.490 0.424 0.259 0.309 0.458 0.434 0.652 0.538 0.463 0.504 0.432 0.689 0.756 0.615 0.428 -0.030 0.318 0.241 0.580 0.077 0.926 0.332 0.428 0.334 0.327 0.410 0.436 2.080 -0.467 0.048 -1.034 0.389 -0.635 0.372 0.036 0.262 0.347 0.313 0.351 -0.892 -0.116 -0.834 0.101 -0.949 0.109 -1.280 2.031 -0.740 -1.223 0.424 0.320 0.302 0.335 0.463 0.362 0.424 0.175 0.450 0.623 -2.512